1.
143
Properties=species:S:1:pos:R:3:forces:R:3 method="wB97M-V/def2-TZVPD" multiplicity=2 orbital_gap_ev="5.29 / 5.35" homo_energy_ev="-4.69 / -4.75" e_lumo_ev="0.597 / 0.597" charge=-1
C -1.847 1.053 -1.629 0.9 0.8 1.0
C -1.351 0.006 -0.591 -0.5 -0.5 0.6
C -0.493 -0.995 -1.344 0.8 -1.4 0.3
C 0.357 -1.945 -0.434 1.1 2.1 0.1
C 1.260 -1.006 0.457 -1.0 -1.0 0.1
C 0.448 -0.056 1.403 1.9 0.1 -1.9
N -0.508 0.675 0.499 -3.1 2.8 2.1
O -1.135 1.778 1.091 2.1 -3.7 -1.9
C 1.488 0.940 1.959 -0.9 0.5 -0.2
C -0.152 -0.811 2.557 -1.2 -0.6 0.3
C -2.626 -0.744 0.020 0.8 0.8 -0.2
H -2.760 1.558 -1.312 -0.2 -0.4 -0.2
H -1.879 0.683 -2.654 -0.4 -0.4 0.2
H -1.108 1.854 -1.661 0.3 0.0 0.1
H 0.188 -0.473 -2.017 0.3 0.3 0.3
H -1.096 -1.601 -2.020 -0.5 0.0 0.1
H 1.086 -2.484 -1.039 -0.2 -0.3 -0.2
H -0.159 -2.679 0.185 -0.3 0.3 -0.2
H 1.953 -0.435 -0.162 -0.5 0.3 -0.2
H 1.934 -1.646 1.025 -0.2 0.0 0.6
H 0.979 1.528 2.722 0.4 -0.1 0.3
H 1.819 1.675 1.226 -0.1 -0.3 -0.5
H 2.358 0.391 2.322 -0.1 0.0 0.3
H 0.555 -1.404 3.136 0.5 0.4 -0.2
H -0.867 -1.569 2.238 -0.2 0.1 -0.3
H -0.682 -0.167 3.259 0.1 0.1 -0.2
H -2.525 -1.339 0.928 0.7 0.0 0.0
H -2.983 -1.437 -0.742 -0.3 0.3 -0.1
H -3.353 0.021 0.294 -0.2 -0.1 -0.3
O 1.548 1.899 -1.269 0.7 -0.2 -0.3
H 2.308 1.307 -1.108 -0.5 0.6 -0.1
C 0.496 3.290 -4.125 0.6 0.0 0.2
N 0.042 4.556 -3.483 -0.4 -0.1 -0.9
O -0.990 4.484 -2.852 0.2 0.4 0.3
O 0.657 5.576 -3.767 -0.4 -0.4 0.5
H -0.124 3.174 -5.014 0.1 0.0 0.1
H 0.388 2.469 -3.417 0.0 0.1 0.1
H 1.547 3.448 -4.370 -0.2 -0.1 -0.2
C -2.368 -2.236 -5.567 0.8 1.0 -0.4
N -3.406 -2.063 -4.540 0.7 -0.1 -0.4
O -4.459 -2.578 -4.774 -1.7 -1.0 -0.4
O -3.168 -1.390 -3.584 0.4 0.7 1.1
H -1.584 -1.519 -5.321 0.1 -0.2 0.0
H -2.855 -1.912 -6.486 0.2 -0.4 -0.1
H -1.969 -3.250 -5.589 -0.4 0.1 0.1
C -6.045 -3.556 -2.372 -0.4 -0.9 -0.9
N -6.469 -2.622 -1.331 0.8 0.1 0.2
O -5.602 -1.942 -0.799 -1.1 -0.3 -0.2
O -7.663 -2.623 -1.102 0.0 0.6 0.4
H -4.973 -3.752 -2.342 -0.3 0.2 0.0
H -6.384 -3.161 -3.330 0.5 0.4 0.1
H -6.666 -4.446 -2.272 0.3 -0.1 0.4
C 1.403 -4.974 -4.504 -0.5 0.1 -0.4
N 0.493 -4.631 -3.363 -2.0 0.4 1.2
O 0.959 -4.733 -2.223 -0.9 0.2 -2.2
O -0.714 -4.315 -3.626 3.4 -0.8 0.6
H 1.556 -6.053 -4.484 0.1 0.1 0.3
H 2.337 -4.418 -4.419 -0.2 -0.2 0.3
H 0.883 -4.728 -5.430 0.0 0.1 0.2
C 0.529 4.622 2.106 -0.3 -0.3 -1.7
N -0.633 5.477 2.487 1.7 -1.2 1.3
O -0.302 6.253 3.340 -0.1 1.9 1.4
O -1.749 5.332 2.099 -1.2 -0.5 -1.1
H 0.199 3.976 1.292 0.2 -0.1 0.0
H 0.894 4.035 2.949 -0.4 0.3 0.0
H 1.279 5.348 1.792 0.1 -0.3 0.0
C 3.583 0.179 -3.065 -1.1 1.9 -0.3
N 4.921 0.656 -2.681 3.0 -0.9 0.3
O 5.127 1.782 -2.258 -1.4 -0.3 -0.5
O 5.859 -0.139 -2.762 -0.8 -0.3 -0.2
H 3.146 1.140 -3.337 -0.8 -0.2 0.3
H 3.077 -0.202 -2.178 0.1 0.0 -0.1
H 3.470 -0.464 -3.938 1.0 -0.3 0.4
Br -3.589 0.227 3.565 -0.6 1.0 0.9
C -3.681 1.947 4.652 1.0 -1.2 -0.2
C -2.588 2.852 4.093 -0.6 -0.1 0.1
Br -0.721 2.344 4.535 -1.4 0.3 0.4
H -3.546 1.659 5.695 0.5 -0.2 -0.2
H -4.676 2.391 4.658 0.0 -0.1 -0.9
H -2.831 3.842 4.479 0.7 0.2 -0.1
H -2.601 2.839 3.003 0.0 0.2 0.1
Br 2.062 0.470 5.132 -0.2 -0.4 0.2
C 2.955 0.065 6.813 -0.3 -0.5 -0.3
C 4.265 0.736 6.670 1.3 1.1 0.6
Br 5.293 0.567 8.367 -0.1 -0.1 -0.3
H 3.075 -1.016 6.893 -0.1 0.1 -0.1
H 2.340 0.405 7.646 0.2 0.2 -0.2
H 4.201 1.816 6.536 -0.3 -0.1 0.1
H 4.917 0.382 5.871 -0.3 -0.4 0.2
Br -1.159 -4.290 2.198 -0.1 -1.0 -0.1
C -0.660 -6.219 2.066 -1.0 0.5 0.2
C -1.920 -7.040 2.112 -0.2 -0.9 -0.3
Br -1.300 -8.986 2.088 -0.4 1.0 0.1
H -0.067 -6.437 2.954 0.3 0.2 -0.5
H -0.219 -6.381 1.083 0.5 0.2 0.5
H -2.530 -6.943 1.214 0.2 0.0 0.1
H -2.572 -6.910 2.976 0.4 -0.1 0.1
Br 4.131 5.599 0.903 -0.2 -0.5 -0.6
C 3.690 4.216 -0.463 -0.3 0.8 -1.4
C 2.856 4.799 -1.654 0.0 -0.5 0.6
Br 3.843 6.194 -2.740 -0.7 -1.0 0.8
H 3.177 3.376 0.006 -0.4 0.3 0.0
H 4.624 3.823 -0.864 0.1 0.3 0.2
H 1.856 5.150 -1.402 0.5 0.9 0.6
H 2.524 3.991 -2.306 1.0 -0.3 -0.1
Br 4.540 -7.781 2.798 -0.3 0.7 0.4
C 3.367 -6.398 3.580 -0.7 1.4 -0.7
C 3.446 -5.038 2.783 -0.3 -1.0 0.5
Br 2.102 -3.731 3.520 1.2 -0.9 -0.3
H 3.509 -6.241 4.649 0.6 -0.2 -0.2
H 2.348 -6.766 3.465 0.2 -0.2 -0.1
H 3.142 -5.217 1.752 0.0 0.1 0.1
H 4.438 -4.584 2.778 -0.2 0.1 0.3
C -7.575 0.964 -2.105 -0.2 0.1 -0.7
C -6.114 1.242 -2.366 -0.4 -1.2 0.5
O -5.952 2.462 -3.047 0.3 -0.6 -0.2
C -4.746 2.525 -3.792 -0.5 2.7 -1.2
C -4.820 3.877 -4.626 -0.1 -0.7 1.0
H -8.055 1.825 -1.638 -0.1 -0.1 0.0
H -8.026 0.751 -3.074 -0.4 0.3 0.0
H -7.719 0.059 -1.515 0.1 0.2 0.3
H -5.607 1.123 -1.408 0.6 0.8 0.1
H -5.748 0.400 -2.955 0.3 0.0 -0.4
H -3.886 2.592 -3.127 0.1 -0.3 0.0
H -4.633 1.769 -4.569 -0.1 -0.8 0.5
H -5.197 4.665 -3.974 0.4 0.1 0.2
H -5.533 3.880 -5.450 0.0 -0.6 -0.1
H -3.827 4.112 -5.011 0.0 0.2 0.1
C 4.803 -0.890 0.971 -1.4 0.1 -1.6
C 4.901 0.628 0.814 0.0 -1.8 1.1
O 5.244 1.005 2.137 0.8 2.5 -0.4
C 5.400 2.433 2.352 -0.9 0.4 1.0
C 4.304 2.968 3.283 -0.1 -0.1 0.7
H 4.312 -1.175 0.041 0.0 -0.6 -0.3
H 5.702 -1.501 1.050 0.2 0.5 0.3
H 4.041 -1.130 1.713 0.4 0.0 0.4
H 5.581 0.854 -0.007 0.6 0.5 0.4
H 3.917 0.999 0.527 -0.2 0.3 0.1
H 6.368 2.676 2.789 0.2 -0.5 0.1
H 5.331 3.117 1.505 0.1 -0.8 -0.8
H 3.303 2.902 2.858 0.0 -0.1 -0.3
H 4.468 4.009 3.560 0.2 0.2 -0.4
H 4.241 2.484 4.258 0.2 -0.5 -0.1

=====

2.
132
Properties=species:S:1:pos:R:3:forces:R:3 method="wB97M-V/def2-TZVPD" relative_energy_ev=8.365 orbital_gap_ev=8.92 smiles="CN(C)C=O.CN(C)C=O.CN(C)C=O.CN(C)C=O.CN(C)C=O.CN(C)C=O.CN(C)C=O.CN(C)C=O.CN(C)C=O.CN(C)C=O.CN(C)C=O" homo_energy_ev=-9.08 e_lumo_ev=-0.165
C 0.039 5.995 1.707 -2.2 -0.1 0.0
N -1.262 5.305 1.924 2.1 2.0 1.8
C -1.970 5.811 3.095 -0.8 0.1 -1.1
C -1.722 4.365 1.157 -1.9 -2.1 -1.4
O -2.726 3.693 1.417 0.5 0.2 -0.2
H 0.325 5.847 0.666 0.7 -0.3 0.3
H 0.695 5.706 2.528 0.5 0.0 -0.6
H -0.235 7.042 1.834 0.6 0.2 -0.1
H -1.938 6.893 2.961 0.1 0.1 0.6
H -3.018 5.540 2.971 0.1 -0.3 0.4
H -1.574 5.507 4.064 0.1 -0.1 -0.1
H -1.208 4.213 0.195 0.3 0.1 0.3
C 0.456 4.896 -2.529 0.0 0.7 0.6
N 1.481 5.938 -2.236 -1.2 0.6 -1.0
C 1.123 7.307 -2.746 -0.3 -1.1 -0.4
C 2.592 5.782 -1.505 0.3 0.9 0.1
O 3.343 6.719 -1.254 0.0 -0.8 0.2
H 0.479 4.428 -3.513 0.5 0.2 -0.1
H -0.501 5.415 -2.484 -0.1 -0.1 0.0
H 0.402 4.114 -1.772 0.4 0.0 0.1
H 0.294 7.732 -2.180 0.1 0.0 0.4
H 1.930 8.036 -2.822 0.2 -0.6 0.4
H 0.715 7.154 -3.745 0.1 0.0 -0.1
H 2.752 4.756 -1.139 0.0 0.0 0.0
C -1.749 -0.061 -3.435 -0.2 0.5 0.7
N -1.766 1.396 -3.543 -0.8 -0.9 1.5
C -2.590 2.139 -2.538 0.5 -0.5 -0.6
C -1.294 1.969 -4.640 0.1 0.2 0.2
O -1.435 3.143 -4.862 0.3 1.2 -0.9
H -1.332 -0.355 -2.472 0.4 -0.1 0.0
H -1.187 -0.509 -4.255 0.0 0.1 0.1
H -2.763 -0.461 -3.413 -0.2 0.0 -0.3
H -2.629 3.217 -2.698 0.3 -0.2 -0.6
H -3.605 1.749 -2.617 0.0 0.0 0.4
H -2.153 2.014 -1.547 -0.2 -0.3 0.0
H -0.726 1.260 -5.262 -0.1 0.1 -0.3
C -3.229 -1.725 4.961 -0.2 -0.9 0.2
N -4.609 -1.547 5.412 -0.9 1.0 -0.3
C -4.817 -0.602 6.573 0.0 -1.3 -0.9
C -5.739 -1.959 4.715 1.0 0.7 -0.2
O -5.801 -2.585 3.667 0.6 0.2 0.9
H -2.694 -2.183 5.793 0.3 0.2 0.1
H -2.707 -0.832 4.619 -0.4 0.4 0.2
H -3.127 -2.449 4.153 -0.6 0.0 0.0
H -4.059 -0.870 7.308 -0.2 0.2 0.2
H -4.764 0.463 6.346 0.4 -0.1 -0.4
H -5.821 -0.786 6.955 0.2 -0.1 0.2
H -6.636 -1.564 5.216 -0.1 -0.3 0.0
C -3.174 -5.691 0.178 0.3 -0.4 -1.4
N -3.802 -5.041 1.263 0.1 -0.2 0.8
C -3.365 -3.705 1.492 -0.1 0.0 -0.3
C -4.829 -5.611 1.885 -0.8 -1.2 -0.6
O -5.320 -6.646 1.438 -0.2 0.5 1.2
H -3.309 -5.053 -0.695 0.4 0.0 -0.4
H -3.589 -6.660 -0.101 -0.3 0.2 0.5
H -2.118 -5.852 0.396 0.2 0.2 -0.1
H -3.827 -3.097 0.714 0.3 0.5 -0.1
H -3.692 -3.309 2.453 0.1 -0.2 -0.1
H -2.286 -3.765 1.351 0.2 0.8 0.3
H -5.130 -5.057 2.788 -0.4 -0.2 -0.1
C 0.424 -3.396 -3.349 0.3 -0.1 -0.5
N -0.512 -3.913 -4.331 -0.6 1.0 1.2
C -1.892 -3.731 -3.952 -0.8 0.1 0.1
C -0.132 -4.604 -5.414 -1.8 -0.8 -1.2
O -0.922 -5.056 -6.266 1.9 0.8 1.5
H 0.364 -3.828 -2.350 -0.4 -0.6 0.0
H 0.247 -2.332 -3.192 0.4 0.1 -0.3
H 1.415 -3.632 -3.736 0.2 0.5 0.2
H -2.177 -2.738 -3.603 0.8 0.5 -0.1
H -2.587 -3.870 -4.780 0.2 -0.8 0.1
H -2.064 -4.337 -3.062 -0.5 -0.5 -0.3
H 0.963 -4.714 -5.381 0.0 -0.3 -0.7
C 3.763 -1.199 -6.456 -0.4 -0.3 0.2
N 2.906 -0.758 -5.363 -0.5 0.6 -0.4
C 1.766 0.054 -5.870 0.5 0.2 0.7
C 3.041 -1.147 -4.072 -3.0 1.9 0.8
O 2.262 -0.673 -3.175 2.4 -1.7 -1.9
H 3.133 -1.469 -7.303 -0.1 -0.4 0.1
H 4.326 -2.075 -6.130 0.3 0.2 -0.2
H 4.376 -0.387 -6.845 0.4 0.0 0.4
H 0.992 -0.613 -6.250 0.0 0.0 -0.1
H 1.322 0.739 -5.148 0.3 -0.5 0.5
H 2.122 0.728 -6.650 0.1 -0.3 -0.2
H 3.801 -1.934 -3.947 0.0 0.3 0.4
C 4.271 0.447 -0.724 0.1 -1.4 0.8
N 4.746 1.029 -1.943 -0.1 1.0 -0.6
C 3.932 2.137 -2.399 -1.1 -0.9 0.2
C 5.696 0.553 -2.761 0.2 -1.3 0.7
O 6.347 -0.457 -2.539 0.0 0.3 -0.3
H 3.519 -0.328 -0.873 -0.4 0.1 -0.6
H 3.817 1.182 -0.059 0.2 0.3 -0.2
H 5.012 -0.115 -0.155 0.6 0.5 -0.2
H 2.965 1.727 -2.690 -0.5 -0.1 0.2
H 3.777 2.720 -1.491 0.1 1.0 -0.7
H 4.241 2.593 -3.339 0.7 0.5 0.6
H 5.786 1.147 -3.684 0.2 0.1 0.0
C 0.703 1.811 4.019 0.2 0.1 -0.1
N -0.523 1.733 4.761 -2.0 1.3 -1.2
C -0.544 0.886 5.912 1.0 -0.2 0.5
C -1.681 2.381 4.325 1.3 -1.1 0.7
O -2.729 2.286 4.922 -0.2 0.2 -0.2
H 0.657 2.495 3.172 -0.5 0.0 -0.1
H 0.939 0.815 3.645 0.4 -0.1 -0.1
H 1.513 2.196 4.638 0.2 -0.2 0.2
H -1.523 0.540 6.242 0.0 0.2 -0.4
H 0.120 0.055 5.674 -0.2 -0.4 0.2
H -0.054 1.393 6.744 -0.1 0.1 0.3
H -1.519 2.930 3.384 -0.2 0.1 0.1
C -1.395 -0.110 1.010 -0.9 -0.5 -0.1
N -0.125 -0.113 0.321 -0.8 2.5 -0.2
C 0.623 -1.319 0.228 0.4 -0.9 0.4
C 0.414 1.046 -0.178 -0.4 0.8 0.1
O -0.046 2.208 -0.162 0.6 -2.5 0.2
H -1.980 -0.926 0.585 -0.2 -0.1 0.0
H -1.990 0.796 0.887 0.5 0.2 -0.3
H -1.353 -0.297 2.083 0.5 0.0 0.2
H 1.254 -1.412 1.113 0.8 0.0 -0.2
H 0.029 -2.229 0.322 -0.7 0.3 -0.3
H 1.128 -1.363 -0.737 0.5 0.0 0.3
H 1.393 0.820 -0.627 0.0 0.2 -0.2
C 4.850 -5.188 2.878 -1.1 1.4 0.0
N 3.853 -4.435 3.734 0.8 -0.3 -0.2
C 2.916 -3.474 3.146 -0.5 0.4 -0.9
C 3.996 -4.450 5.085 -1.2 1.0 0.2
O 3.234 -3.850 5.845 1.2 -0.8 -0.6
H 5.306 -6.072 3.324 -0.6 0.1 0.4
H 5.678 -4.531 2.612 0.0 0.1 -0.2
H 4.289 -5.449 1.981 0.3 -0.3 0.0
H 3.228 -3.087 2.175 0.7 -0.4 -0.1
H 1.903 -3.823 2.941 0.0 -0.9 0.2
H 2.701 -2.563 3.704 0.7 -0.3 0.8
H 4.887 -5.022 5.386 -0.2 -0.1 0.3

=====

3.
139
Properties=species:S:1:pos:R:3:forces:R:3 method="wB97M-V/def2-TZVPD" relative_energy_ev=0.000 orbital_gap_ev=7.52 homo_energy_ev=-13.77 e_lumo_ev=-6.253 charge=+3
P -0.495 1.468 -0.634 2.6 1.1 -0.7
F 0.680 1.029 -1.705 -0.6 -1.1 -0.3
F -1.433 0.250 -1.084 -0.5 0.3 0.0
F 0.134 0.534 0.499 0.1 -0.1 0.2
F -1.510 2.086 0.443 -0.6 -0.2 -0.1
F 0.602 2.658 -0.310 -0.6 0.3 1.0
F -1.114 2.427 -1.790 -0.5 -0.1 0.0
C -4.786 0.675 0.354 -1.3 0.9 1.0
N -5.587 1.751 -0.341 1.5 -0.7 -1.7
C -6.629 1.057 -1.173 -0.9 1.5 0.4
C -6.194 2.747 0.576 0.2 -0.1 -0.1
C -4.610 2.496 -1.244 -0.1 -0.1 -0.6
C -4.136 1.731 -2.464 1.0 -0.5 0.1
O -5.062 1.740 -3.523 -0.1 0.2 0.1
H -4.567 -0.131 -0.333 0.2 0.1 -0.1
H -5.467 0.340 1.139 0.3 -0.4 0.0
H -3.921 1.152 0.809 0.2 -0.2 -0.1
H -7.323 0.615 -0.461 0.1 -0.6 -0.2
H -6.206 0.423 -1.938 0.1 -0.3 0.3
H -7.192 1.850 -1.669 0.1 -0.1 -0.2
H -7.158 2.372 0.903 0.1 0.0 0.4
H -6.323 3.668 0.015 -0.3 0.0 0.0
H -5.472 2.946 1.364 -0.3 -0.1 0.3
H -3.734 2.769 -0.658 -0.2 0.0 0.3
H -5.107 3.396 -1.603 -0.1 0.0 0.1
H -3.835 0.697 -2.246 -0.3 0.0 0.3
H -3.157 2.160 -2.691 -0.3 0.3 -0.4
H -4.633 2.022 -4.335 -0.1 0.0 0.0
C 2.117 2.715 -4.297 -0.3 0.2 -0.4
N 1.813 4.138 -3.945 0.7 -0.8 -1.3
C 2.610 4.996 -4.922 -0.1 -0.2 0.8
C 0.395 4.445 -4.240 -0.6 0.0 0.7
C 2.182 4.436 -2.515 -0.7 1.8 -0.8
C 3.524 3.965 -2.034 0.3 -0.5 0.4
O 4.597 4.524 -2.763 -0.3 0.2 -0.4
H 1.675 2.038 -3.572 0.2 0.1 0.2
H 3.193 2.643 -4.419 0.0 -0.3 0.4
H 1.685 2.508 -5.277 -0.1 0.1 0.0
H 2.280 4.759 -5.928 -0.2 0.2 0.0
H 3.661 4.761 -4.807 0.0 0.2 0.1
H 2.382 6.011 -4.612 0.3 0.2 -0.4
H 0.210 5.505 -4.079 0.1 0.0 0.0
H -0.250 3.886 -3.562 0.1 -0.1 0.0
H 0.180 4.186 -5.271 0.0 0.0 0.0
H 1.327 4.195 -1.886 0.3 -0.8 0.1
H 2.154 5.533 -2.531 0.4 0.0 0.3
H 3.613 2.876 -2.031 -0.3 0.0 0.2
H 3.568 4.325 -1.000 0.0 -0.2 0.0
H 5.275 3.865 -2.934 0.1 0.0 0.2
C 3.295 2.808 2.167 0.0 -0.8 0.2
N 2.323 2.838 3.308 -1.0 0.0 -0.4
C 2.996 3.394 4.536 -0.6 -0.1 -0.5
C 1.140 3.700 2.930 1.3 0.9 -0.2
C 1.855 1.409 3.455 -0.6 0.5 1.4
C 0.766 1.193 4.505 0.8 -0.8 0.9
O 1.062 1.758 5.780 -0.1 0.4 -0.5
H 3.710 3.788 1.957 -0.1 0.1 0.1
H 2.765 2.383 1.316 0.1 0.2 -0.1
H 4.067 2.097 2.464 0.2 0.1 -0.2
H 2.244 3.531 5.301 0.1 -0.1 0.1
H 3.362 4.370 4.230 0.5 -0.1 0.2
H 3.731 2.660 4.848 0.3 0.3 0.1
H 1.604 4.568 2.454 -0.3 -0.1 -0.3
H 0.640 4.148 3.783 -0.2 -0.7 0.3
H 0.515 3.168 2.222 -0.2 0.0 0.1
H 2.722 0.804 3.717 0.1 -0.1 -0.4
H 1.359 1.111 2.533 0.6 -0.1 -0.3
H 0.866 0.110 4.669 -0.7 -0.1 -0.5
H -0.236 1.472 4.173 0.0 0.0 -0.2
H 0.352 1.512 6.381 0.1 0.0 0.1
C -4.544 -6.531 2.154 -1.0 0.2 0.0
C -3.668 -5.491 2.863 -0.3 -0.6 0.7
C -4.078 -4.092 2.445 1.4 -0.3 -0.1
N -3.383 -2.962 3.201 0.3 0.3 -0.9
C -3.942 -2.804 4.557 0.2 -0.1 0.7
C -3.520 -1.724 2.312 -0.9 -0.9 1.0
C -2.360 -1.765 1.340 -0.4 0.8 -0.3
C -1.248 -2.541 2.038 0.0 -0.7 -0.4
C -1.882 -3.127 3.302 0.4 0.7 0.4
H -5.540 -6.109 1.973 0.1 0.1 0.0
H -4.763 -7.372 2.807 0.4 -0.2 -0.1
H -4.199 -6.879 1.183 0.3 0.0 0.1
H -2.614 -5.702 2.688 0.0 0.2 -0.3
H -3.796 -5.653 3.938 -0.1 0.3 0.0
H -5.140 -3.892 2.550 -0.1 -0.1 -0.1
H -3.740 -3.987 1.413 -0.4 0.2 -0.1
H -3.498 -3.568 5.194 -0.1 -0.1 0.0
H -5.023 -2.908 4.597 0.0 0.1 -0.3
H -3.628 -1.849 4.974 -0.1 0.1 -0.1
H -3.531 -0.905 3.031 0.3 0.3 -0.3
H -4.509 -1.804 1.863 0.0 0.2 -0.1
H -2.151 -0.716 1.126 0.6 -0.1 0.0
H -2.606 -2.182 0.363 -0.3 -0.2 0.2
H -0.407 -1.884 2.236 0.1 -0.2 0.3
H -0.865 -3.372 1.446 0.0 0.2 -0.3
H -1.513 -2.504 4.118 -0.5 -0.2 0.3
H -1.688 -4.161 3.555 0.3 0.0 -0.2
C -1.844 -2.492 -2.842 -0.1 -0.6 1.1
C -0.616 -2.230 -3.690 0.7 -1.1 -0.1
C 0.620 -2.472 -2.846 1.5 1.5 0.9
N 1.970 -2.229 -3.518 -0.2 -0.8 -0.8
C 2.165 -3.156 -4.680 -0.9 -0.6 0.6
C 2.094 -0.789 -3.921 1.2 0.3 -0.5
C 3.547 -0.384 -3.563 0.0 0.1 0.3
C 4.247 -1.653 -3.073 0.1 -0.3 0.4
C 3.110 -2.491 -2.542 -1.0 0.6 0.6
H -1.913 -1.975 -1.879 0.4 0.9 -0.5
H -1.764 -3.504 -2.424 -0.4 -0.3 -0.7
H -2.784 -2.341 -3.365 0.0 -0.2 -0.1
H -0.606 -1.261 -4.186 0.0 0.1 0.2
H -0.547 -2.995 -4.469 -0.6 0.2 -0.2
H 0.740 -3.428 -2.337 -0.5 -0.3 -0.3
H 0.702 -1.705 -2.066 -0.5 -0.2 0.2
H 1.304 -3.044 -5.331 0.4 0.2 -0.5
H 2.091 -4.166 -4.274 0.1 0.0 0.0
H 3.143 -3.053 -5.133 -0.1 0.4 -0.2
H 2.026 -0.675 -5.002 -0.5 -0.4 0.0
H 1.319 -0.205 -3.439 0.1 0.0 0.2
H 4.045 0.057 -4.423 0.0 0.0 0.0
H 3.595 0.322 -2.733 -0.3 0.2 -0.1
H 4.798 -2.199 -3.837 0.1 0.2 -0.1
H 4.921 -1.418 -2.250 0.2 -0.2 -0.1
H 3.248 -3.558 -2.389 0.2 0.0 -0.4
H 2.695 -2.113 -1.607 0.5 0.2 0.1
C 5.686 -2.431 5.055 0.2 -0.7 -0.4
F 4.976 -1.302 5.032 0.0 -0.1 0.3
F 6.787 -2.264 5.770 -0.1 0.2 0.0
F 4.969 -3.411 5.610 -0.2 0.3 0.0
S 6.180 -2.912 3.323 0.0 -1.3 -0.5
O 6.965 -1.820 2.844 -0.5 0.6 -0.1
O 6.852 -4.162 3.379 -0.4 -0.6 0.6
N 4.675 -3.168 2.570 1.9 0.8 0.5
S 4.473 -1.959 1.611 -0.2 1.2 0.0
O 4.524 -0.661 2.261 -0.6 0.2 -0.3
O 5.074 -2.004 0.301 -0.3 -0.3 -0.3
C 2.662 -2.084 1.258 1.0 -0.5 0.8
F 1.971 -2.016 2.411 -0.4 0.2 -0.2
F 2.368 -1.026 0.499 -0.7 0.0 -0.2
F 2.272 -3.202 0.629 -0.2 0.2 -0.2